--- one ---
Molecular formula: C9H9NO2S
Method: DFT, the ωB97M-V functional and the def2-TZVPD basis

Element x y z (Å)
C (1.464, -2.011, -0.432)
C (2.454, -1.207, -0.919)
C (0.379, -1.547, 0.379)
C (2.261, 0.151, -0.882)
C (0.277, -0.201, 0.484)
C (1.128, 0.632, -0.280)
C (-0.739, 0.520, 1.260)
C (-0.447, 1.984, 0.695)
C (0.622, 1.964, -0.139)
N (-2.072, -0.055, 1.286)
O (-3.831, -1.097, -0.279)
O (-2.265, 0.522, -1.315)
S (-2.492, -0.841, -0.283)
H (1.717, -3.090, -0.673)
H (3.377, -1.635, -1.352)
H (-0.264, -2.295, 0.965)
H (2.910, 0.948, -1.291)
H (-2.758, 0.434, 1.828)
H (-0.290, 0.468, 2.277)
H (-1.272, 0.829, -1.206)
H (-1.012, 2.807, 0.756)
H (0.853, 2.720, -0.881)

Values from the calculation:
**Kohn-Sham gap**: 9.123 eV
**E_HOMO**: -8.72 eV
**LUMO level**: 0.399 eV

Atomic partial charges in e from the Mulliken method, atoms 1 to 4: -0.533 -0.418 -0.222 -0.526



--- two ---
Molecular formula: C9H9NO2S
Method: DFT, the ωB97M-V functional and the def2-TZVPD basis

Element x y z (Å)
C (3.372, 1.204, -0.513)
C (3.115, -0.091, -0.917)
C (2.538, 1.915, 0.313)
C (1.864, -0.630, -0.473)
C (1.267, 1.431, 0.598)
C (0.948, 0.086, 0.295)
C (-3.385, -2.070, 0.604)
C (-2.466, -1.870, -0.428)
C (-1.938, -0.606, -0.783)
N (-0.199, -0.447, 0.807)
O (-1.727, 1.879, 0.084)
O (-3.908, 1.134, -0.414)
S (-2.527, 0.730, -0.017)
H (4.358, 1.538, -0.912)
H (3.813, -0.788, -1.367)
H (2.912, 2.900, 0.572)
H (1.505, -1.564, -0.711)
H (0.556, 1.981, 1.214)
H (-3.788, -3.010, 0.781)
H (-3.414, -1.389, 1.361)
H (-2.128, -2.637, -1.161)
H (-0.770, 0.304, 1.069)

Values from the calculation:
**Kohn-Sham gap (spin up / spin down)**: 6.571 / 6.630 eV
**E_HOMO (spin up / spin down)**: -8.49 / -8.64 eV
**LUMO level (spin up / spin down)**: -1.920 / -2.014 eV

Atomic partial charges in e from the Mulliken method, atoms 1 to 4: -0.120 -0.633 -0.813 -0.287



Computed stability ranking, most favorable first: one, two



--- one ---
Molecular formula: C4H7F
Method: DFT, the ωB97M-V functional and the def2-TZVPD basis

Element x y z (Å)
C (2.035, -0.031, -0.418)
C (0.488, -0.273, -0.221)
C (-0.533, 0.199, 0.571)
C (-2.014, -0.115, 0.281)
F (-0.329, 1.007, 1.636)
H (2.276, 0.901, -0.933)
H (2.568, 0.179, 0.636)
H (2.626, -0.757, -0.914)
H (0.040, -0.756, -0.988)
H (-2.169, -0.766, -0.537)
H (-2.381, 0.883, -0.173)
H (-2.607, -0.471, 1.059)

Values from the calculation:
**Kohn-Sham gap**: 10.112 eV
**E_HOMO**: -9.07 eV
**SMILES**: C/C=C(/C)F
**LUMO level**: 1.040 eV

Atomic partial charges in e from the Mulliken method, atoms 1 to 4: -0.988 -0.269 0.567 -1.054



--- two ---
Molecular formula: C4H7F
Method: DFT, the ωB97M-V functional and the def2-TZVPD basis

Element x y z (Å)
C (0.607, -0.099, 1.453)
C (-0.507, -0.326, 0.347)
C (0.064, -0.515, -1.212)
C (-0.590, 0.697, -0.768)
F (0.394, 1.687, -0.530)
H (1.391, -1.134, 1.486)
H (0.936, 0.933, 0.931)
H (0.065, 0.227, 2.272)
H (-1.480, -1.050, 0.280)
H (1.198, -0.651, -1.451)
H (-0.477, -1.135, -1.853)
H (-1.602, 1.367, -0.953)

Values from the calculation:
**Kohn-Sham gap**: 10.835 eV
**E_HOMO**: -9.67 eV
**SMILES**: C[C@@H]1C[C@@H]1F
**LUMO level**: 1.165 eV

Atomic partial charges in e from the Mulliken method, atoms 1 to 4: -0.903 -0.131 -0.774 0.259



Computed stability ranking, most favorable first: one, two



--- one ---
Molecular formula: C2H11NO2S2
Method: DFT, the ωB97M-V functional and the def2-TZVPD basis

Element x y z (Å)
N (-0.758, -0.016, -2.361)
C (-0.412, 0.826, -1.248)
C (-1.322, 0.575, -0.060)
S (-1.066, 1.700, 1.241)
S (0.938, -1.854, -0.507)
H (-0.294, 0.278, -3.212)
H (-0.422, -0.944, -2.156)
H (0.635, 0.702, -0.946)
H (-0.439, 1.888, -1.524)
H (-2.399, 0.535, -0.292)
H (-1.143, -0.495, 0.224)
H (1.619, -3.020, -0.557)
H (0.053, -1.523, 2.948)
H (0.375, -1.183, 1.504)
O (-0.184, -0.911, 2.250)
H (0.892, 1.485, 1.421)
H (2.164, 0.878, 2.067)
O (1.762, 1.077, 1.208)

Values from the calculation:
**Kohn-Sham gap**: 3.722 eV
**E_HOMO**: -8.33 eV
**LUMO level**: -4.610 eV

Atomic partial charges in e from the Mulliken method, atoms 1 to 4: -0.621 -0.735 -0.249 -0.037



--- two ---
Molecular formula: C2H11NO2S2
Method: DFT, the ωB97M-V functional and the def2-TZVPD basis

Element x y z (Å)
N (-0.638, -1.585, -3.119)
C (-1.113, -1.024, -1.869)
C (-0.947, 0.535, -1.779)
S (0.040, 1.282, -0.452)
S (-0.541, 0.184, 1.208)
H (0.288, -1.283, -3.387)
H (-1.277, -1.345, -3.873)
H (-2.190, -1.165, -1.842)
H (-0.661, -1.471, -0.989)
H (-0.431, 0.995, -2.639)
H (-1.932, 1.004, -1.841)
H (-1.543, 0.866, 1.785)
O (5.908, 2.246, 2.104)
H (5.120, 2.624, 1.731)
H (5.733, 1.292, 2.001)
O (-2.673, -3.016, 2.327)
H (-2.857, -2.122, 2.680)
H (-1.709, -2.907, 2.429)

Values from the calculation:
**Kohn-Sham gap**: 9.194 eV
**E_HOMO**: -9.11 eV
**SMILES**: NCCSS.O.O
**LUMO level**: 0.089 eV

Atomic partial charges in e from the Mulliken method, atoms 1 to 4: -0.632 -0.378 -0.604 -0.074



--- three ---
Molecular formula: C2H11NO2S2
Method: DFT, the ωB97M-V functional and the def2-TZVPD basis

Element x y z (Å)
N (0.972, -0.496, -1.170)
C (-0.280, -1.232, -1.584)
C (-1.519, -0.283, -1.658)
S (-2.518, -0.496, -0.181)
S (-3.246, 1.452, 0.248)
H (0.896, -0.549, -0.235)
H (1.138, 0.429, -1.439)
H (-0.060, -1.735, -2.592)
H (-0.494, -1.954, -0.787)
H (-0.993, 0.752, -1.956)
H (-2.339, -0.386, -2.477)
H (-3.537, 1.430, 1.647)
O (3.546, 1.970, 1.532)
H (4.286, 1.428, 1.249)
H (3.487, 1.640, 2.505)
O (0.342, -0.400, 2.532)
H (-0.262, -0.270, 1.776)
H (0.579, -1.300, 2.591)

Values from the calculation:
**Kohn-Sham gap**: 8.728 eV
**E_HOMO**: -8.51 eV
**SMILES**: NCCSS.O.O
**LUMO level**: 0.220 eV

Atomic partial charges in e from the Mulliken method, atoms 1 to 4: -0.565 -0.467 -0.456 -0.134



Computed stability ranking, most favorable first: two, three, one



--- one ---
Molecular formula: C2H5NP2
Method: DFT, the ωB97M-V functional and the def2-TZVPD basis

Element x y z (Å)
C (-0.813, -0.415, -0.098)
C (-0.755, 1.023, -0.168)
N (2.232, 0.236, 0.565)
P (-2.117, -1.474, -0.064)
P (1.623, -1.167, 0.398)
H (-1.417, 1.564, 0.309)
H (0.246, 1.418, -0.009)
H (-0.914, 1.086, -1.267)
H (3.181, 0.285, 0.437)
H (-1.265, -2.555, -0.103)

Values from the calculation:
**Kohn-Sham gap (spin up / spin down)**: 7.175 / 7.172 eV
**E_HOMO (spin up / spin down)**: -7.96 / -7.96 eV
**LUMO level (spin up / spin down)**: -0.786 / -0.787 eV

Atomic partial charges in e from the Mulliken method, atoms 1 to 4: -0.026 -0.913 -0.394 -0.137



--- two ---
Molecular formula: C2H5NP2
Method: DFT, the ωB97M-V functional and the def2-TZVPD basis

Element x y z (Å)
C (0.925, -0.731, -0.709)
N (0.765, 0.571, -1.307)
P (0.116, 1.687, -0.476)
C (-0.659, 0.747, 1.010)
P (-0.512, -1.031, 0.506)
H (0.857, -1.450, -1.466)
H (1.719, -0.815, -0.044)
H (-0.083, 0.782, 1.868)
H (-1.599, 1.090, 1.207)
H (-1.530, -0.850, -0.589)

Values from the calculation:
**Kohn-Sham gap**: 8.837 eV
**E_HOMO**: -9.00 eV
**SMILES**: C1N=PCP1
**LUMO level**: -0.164 eV

Atomic partial charges in e from the Mulliken method, atoms 1 to 4: -0.562 -0.278 0.174 -0.874



Computed stability ranking, most favorable first: two, one



--- one ---
Molecular formula: C6H4O
Method: DFT, the ωB97M-V functional and the def2-TZVPD basis

Element x y z (Å)
C (0.120, 1.163, -0.791)
C (-0.015, 1.112, -2.192)
C (-0.577, -1.428, -0.727)
C (0.316, 0.630, 0.299)
C (-0.568, -1.048, -1.861)
C (0.458, 0.437, 1.714)
O (-0.409, -0.027, -2.743)
H (-0.922, -1.991, 0.188)
H (1.393, -0.129, 1.871)
H (-0.380, -0.171, 2.163)
H (0.584, 1.451, 2.078)

Values from the calculation:
**Kohn-Sham gap**: 8.149 eV
**E_HOMO**: -8.57 eV
**LUMO level**: -0.423 eV

Atomic partial charges in e from the Mulliken method, atoms 1 to 4: 0.650 -0.614 -0.130 0.145



--- two ---
Molecular formula: C6H4O
Method: DFT, the ωB97M-V functional and the def2-TZVPD basis

Element x y z (Å)
C (2.102, 1.220, 0.257)
C (0.817, 0.532, 0.340)
C (-0.248, -0.031, 0.405)
C (-1.519, -0.731, 0.460)
O (-2.173, -0.841, 1.473)
C (-1.492, -1.020, -2.010)
C (-1.979, -1.324, -0.834)
H (2.762, 0.899, 1.068)
H (1.957, 2.301, 0.344)
H (2.595, 1.012, -0.697)
H (-2.822, -2.017, -0.806)

Values from the calculation:
**Kohn-Sham gap**: 9.594 eV
**E_HOMO**: -10.59 eV
**LUMO level**: -0.991 eV

Atomic partial charges in e from the Mulliken method, atoms 1 to 4: -1.290 1.393 -0.280 -0.127



Computed stability ranking, most favorable first: two, one



--- one ---
Molecular formula: C5H14N2
Method: DFT, the ωB97M-V functional and the def2-TZVPD basis

Element x y z (Å)
C (-2.319, -1.003, 1.474)
C (-1.071, -1.329, 0.614)
N (-1.257, -0.344, -0.493)
C (-0.637, 0.940, -0.145)
C (0.983, 1.050, -0.583)
N (1.400, -0.032, -1.549)
C (2.714, 0.558, -1.370)
H (-2.580, -1.851, 2.084)
H (-2.139, -0.130, 2.073)
H (-3.103, -0.859, 0.725)
H (-0.098, -1.111, 1.175)
H (-1.045, -2.353, 0.088)
H (-0.885, 1.051, 0.990)
H (-1.296, 1.755, -0.591)
H (2.108, 0.624, 6.116)
H (1.237, 0.968, 0.536)
H (0.918, 2.174, -0.756)
H (-0.792, -0.538, -1.370)
H (3.568, -0.002, -1.087)
H (2.021, 0.711, 6.986)
H (2.900, 1.367, -2.070)

Values from the calculation:
**Charge**: -1
**Multiplicity**: 2
**Kohn-Sham gap (spin up / spin down)**: 5.046 / 5.663 eV
**E_HOMO (spin up / spin down)**: -1.24 / -1.86 eV
**<S²>**: 0.755
**LUMO level (spin up / spin down)**: 3.806 / 3.804 eV

Atomic partial charges in e from the Mulliken method, atoms 1 to 4: -1.109 -0.258 -0.445 -0.752



--- two ---
Molecular formula: C5H14N2
Method: DFT, the ωB97M-V functional and the def2-TZVPD basis

Element x y z (Å)
C (-2.289, 0.244, -0.873)
C (-0.858, 0.707, -1.074)
C (0.115, -0.116, -0.216)
C (0.296, 0.417, 1.198)
C (1.484, -0.216, 1.983)
N (1.825, -1.602, 1.658)
N (-0.485, 0.484, -2.526)
H (-2.366, -0.734, -1.337)
H (-2.524, 0.131, 0.190)
H (-2.985, 0.964, -1.313)
H (-0.650, 1.767, -0.893)
H (-0.298, -1.128, -0.182)
H (1.077, -0.205, -0.737)
H (-0.588, 0.166, 1.776)
H (0.442, 1.497, 1.254)
H (2.350, 0.428, 1.797)
H (1.247, -0.193, 3.048)
H (1.025, -2.039, 1.197)
H (2.547, -1.623, 0.946)
H (-1.338, 0.489, -3.075)
H (0.054, 1.293, -2.826)

Values from the calculation:
**Charge**: -1
**Multiplicity**: 2
**Kohn-Sham gap (spin up / spin down)**: 2.735 / 9.613 eV
**E_HOMO (spin up / spin down)**: 1.41 / -5.56 eV
**<S²>**: 0.750
**LUMO level (spin up / spin down)**: 4.148 / 4.054 eV

Atomic partial charges in e from the Mulliken method, atoms 1 to 4: -2.111 -0.389 -1.015 -1.135



Computed stability ranking, most favorable first: two, one



--- one ---
Molecular formula: C3H3ClFN3
Method: DFT, the ωB97M-V functional and the def2-TZVPD basis

Element x y z (Å)
H (0.944, 2.184, 0.042)
N (-0.034, 2.061, -0.146)
C (-0.233, 0.836, -0.111)
N (-1.350, 0.124, -0.427)
N (-1.294, -1.206, -0.269)
C (-0.077, -1.500, 0.168)
C (0.780, -0.254, 0.302)
F (1.184, 0.045, 1.614)
Cl (2.172, -0.267, -0.765)
H (-2.233, 0.493, -0.802)
H (0.139, -2.517, 0.394)

Values from the calculation:
**Kohn-Sham gap**: 9.345 eV
**E_HOMO**: -9.44 eV
**SMILES**: [H]/N=C1/NN=C[C@@]1(F)Cl
**LUMO level**: -0.094 eV

Atomic partial charges in e from the Mulliken method, atoms 1 to 4: 0.241 -0.705 0.143 0.171



--- two ---
Molecular formula: C3H3ClFN3
Method: DFT, the ωB97M-V functional and the def2-TZVPD basis

Element x y z (Å)
H (2.169, 0.063, 1.235)
N (1.118, 0.303, 1.231)
C (0.469, -0.111, 0.193)
N (1.048, -0.467, -1.089)
C (-0.978, -0.129, 0.461)
F (-1.257, -0.026, 1.776)
Cl (-1.777, -1.536, -0.083)
C (-1.516, 1.109, -0.205)
N (-1.862, 2.192, -0.627)
H (2.049, -0.744, -0.971)
H (0.536, -0.654, -1.920)

Values from the calculation:
**Kohn-Sham gap**: 10.465 eV
**E_HOMO**: -10.09 eV
**SMILES**: [H]/N=C(\N)[C@](F)(Cl)C#N
**LUMO level**: 0.374 eV

Atomic partial charges in e from the Mulliken method, atoms 1 to 4: 0.227 -0.567 0.297 -0.404



Computed stability ranking, most favorable first: one, two



--- one ---
Molecular formula: C7H11NO3
Method: DFT, the ωB97M-V functional and the def2-TZVPD basis

Element x y z (Å)
C (-2.574, -0.519, 0.585)
C (-1.371, -0.899, -0.268)
O (-1.123, -1.835, -0.981)
N (-0.309, -0.099, 0.126)
C (-0.156, 1.215, 0.718)
C (0.725, 1.951, -0.194)
C (1.731, 0.871, -0.761)
C (0.891, -0.412, -0.572)
C (1.619, -1.566, 0.256)
O (2.511, -1.547, 0.977)
O (0.886, -2.647, 0.011)
H (-3.355, -1.162, 0.223)
H (-2.478, -0.742, 1.638)
H (-2.740, 0.569, 0.403)
H (0.292, 1.121, 1.738)
H (-1.155, 1.636, 0.908)
H (1.156, 2.908, 0.174)
H (0.016, 2.388, -0.973)
H (1.987, 1.126, -1.780)
H (2.731, 0.934, -0.244)
H (0.653, -0.869, -1.529)
H (0.062, -2.422, -0.456)

Values from the calculation:
**Kohn-Sham gap**: 9.974 eV
**E_HOMO**: -9.39 eV
**SMILES**: CC(=O)N1CCC[C@H]1C(=O)O
**LUMO level**: 0.582 eV

Atomic partial charges in e from the Mulliken method, atoms 1 to 4: -1.303 1.068 -0.681 0.034



--- two ---
Molecular formula: C7H11NO3
Method: DFT, the ωB97M-V functional and the def2-TZVPD basis

Element x y z (Å)
C (2.402, -2.075, -1.147)
C (1.852, -0.932, -0.767)
C (0.997, -0.993, 0.446)
O (1.349, -1.773, 1.393)
C (-0.152, -0.171, 0.589)
C (-0.897, -0.026, 1.825)
O (-1.840, 0.742, 2.088)
O (-0.434, -0.824, 2.863)
N (-0.648, 0.729, -0.483)
C (-2.037, 0.448, -0.761)
C (-0.305, 2.192, -0.315)
H (3.119, -2.036, -1.926)
H (2.224, -2.982, -0.518)
H (2.086, 0.048, -1.085)
H (0.191, -1.431, 2.417)
H (-0.176, 0.262, -1.397)
H (-2.706, 0.915, 0.058)
H (-2.192, 0.818, -1.724)
H (-2.136, -0.683, -0.684)
H (-0.767, 2.557, 0.687)
H (0.751, 2.384, -0.487)
H (-0.681, 2.831, -1.071)

Values from the calculation:
**Kohn-Sham gap**: 8.446 eV
**E_HOMO**: -8.44 eV
**SMILES**: C=C/C([O-])=C(/C(=O)O)[NH+](C)C
**LUMO level**: 0.008 eV

Atomic partial charges in e from the Mulliken method, atoms 1 to 4: -0.782 -0.508 1.243 -0.817



Computed stability ranking, most favorable first: one, two